This record from OMol25 describes C31H23N3ORuS5SbSe as an isolated structure at a distorted geometry. The level of theory is ωB97M-V with the def2-TZVPD basis set.

```
66
Properties=species:S:1:pos:R:3
Ru 1.30018 -1.26364 0.92419
O -0.71282 -1.84524 -0.32021
N -1.08432 -3.01184 0.14149
C -1.44012 -3.98814 -0.70991
C -1.75242 -5.24814 -0.26811
C -1.67822 -5.52634 1.10079
C -1.33632 -4.51214 1.96819
C -1.03842 -3.23494 1.50079
S -0.61942 -1.92374 2.50769
H -1.41882 -3.69964 -1.75001
H -2.03262 -6.01654 -0.96931
H -1.86732 -6.52004 1.48159
H -1.25072 -4.68074 3.03029
S 2.05018 -2.74774 -3.15291
C 2.16678 -2.34194 -1.54861
S 1.93118 -3.46194 -0.27871
S 2.57618 -0.72834 -1.08651
S 2.07878 1.68206 1.90579
C 1.07748 0.72126 1.15349
C -3.01592 3.23386 -5.18451
C -2.46752 2.03036 -5.59031
C -1.78372 1.23936 -4.68211
C -1.63802 1.62576 -3.36031
C -2.20242 2.82796 -2.96611
C -2.88352 3.62996 -3.86391
Sb -0.50222 0.38246 -1.94571
C 0.75358 2.15346 -1.70451
C 1.81328 2.23806 -2.59711
C 2.66008 3.33126 -2.58561
C 2.46298 4.34976 -1.66851
C 1.40478 4.27386 -0.78071
C 0.54928 3.18456 -0.80521
C -2.15172 0.65296 -0.54251
C -3.37502 0.13826 -0.95491
C -4.48282 0.18926 -0.12801
C -4.38522 0.77726 1.12269
C -3.17002 1.28796 1.54379
C -2.05652 1.20796 0.72179
H -3.53962 3.86126 -5.89621
H -2.57772 1.71186 -6.62041
H -1.35392 0.30146 -5.00961
H -2.10772 3.14566 -1.93631
H -3.31672 4.56936 -3.53961
H 1.98808 1.42596 -3.29391
H 3.47978 3.38646 -3.29101
H 3.13888 5.19696 -1.64561
H 1.24428 5.06236 -0.05661
H -0.26582 3.13076 -0.09631
H -3.45302 -0.32274 -1.93401
H -5.42522 -0.23714 -0.45451
H -5.25592 0.82776 1.76659
H -3.08062 1.74076 2.52319
H -1.08972 1.53256 1.08889
Se 4.59708 -2.32574 1.47149
N 3.03298 -1.83174 2.26139
C 3.29958 -1.45564 3.52939
C 2.33938 -1.02924 4.44219
C 2.74178 -0.68594 5.72129
C 4.08168 -0.73874 6.08869
C 5.05338 -1.16504 5.20039
C 4.68128 -1.54924 3.90819
N 5.53298 -1.99364 2.96949
H 1.30008 -0.96694 4.13929
H 2.00278 -0.36604 6.44479
H 4.37518 -0.42774 7.08529
H 6.09838 -1.20424 5.47539
```

Gap between HOMO and LUMO (alpha / beta), eV: 4.19 / 5.17
Energy above the lowest of the compared OMol25 structures with the same formula, charge and spin, kcal per mole: 64.6
2S+1: 2
Net charge: -2

Atom charges from the natural (NBO) analysis, given in e for atoms 1 to 5:
1 Ru 0.2846
2 O -0.6003
3 N 0.0361
4 C 0.0450
5 C -0.2908

---

This record from OMol25 describes C31H23N5O3S5V as an isolated structure. The level of theory is ωB97M-V with the def2-TZVPD basis set.

```
68
Properties=species:S:1:pos:R:3
V 0.29612 0.64004 -0.01737
S 0.22985 -0.69968 -4.66004
C -0.85154 0.59584 -4.34822
C -0.75363 1.02085 -3.05809
C 0.21894 0.33099 -2.24759
C 0.82722 -0.63045 -3.01266
C 1.79035 -1.63736 -2.54346
C 1.72518 -2.97205 -2.95731
C 2.54472 -3.90884 -2.34994
C 3.41288 -3.49631 -1.35232
C 3.44315 -2.14249 -1.04259
N 2.67591 -1.23491 -1.62847
H -1.49720 0.97343 -5.12779
H -1.38547 1.81261 -2.67369
H 0.98779 -3.26946 -3.69252
H 2.47066 -4.95658 -2.61747
H 4.01641 -4.20256 -0.79937
H 4.10233 -1.76378 -0.26758
C -2.97342 -0.61563 3.00813
N -2.81901 0.76289 2.59580
C -2.74345 1.85248 3.44244
C -2.33731 2.90391 2.71186
N -2.16781 2.45432 1.41220
C -2.43987 1.12646 1.34740
S -2.37162 0.15393 -0.02992
C -1.54242 3.19400 0.37329
C -2.02882 4.44552 0.07352
C -1.37333 5.23904 -0.86242
C -0.21510 4.69258 -1.45669
C 0.20224 3.43457 -1.12407
N -0.43901 2.62768 -0.21490
H -3.57254 -0.64709 3.91694
H -1.99305 -1.06027 3.19102
H -3.46492 -1.17193 2.21359
H -2.92761 1.76305 4.49734
H -2.08327 3.90894 2.99313
H -2.92415 4.78370 0.58171
H -1.74053 6.22311 -1.12009
H 0.36415 5.25392 -2.17881
H 1.09030 3.00200 -1.56248
S 2.56433 1.41147 0.08498
C 2.40000 2.48476 1.47314
C 3.20171 3.62634 1.57411
C 3.13076 4.48335 2.66510
C 2.23774 4.20869 3.69309
C 1.42903 3.08172 3.61153
C 1.48573 2.20801 2.51945
S 0.47077 0.78258 2.46904
H 3.89033 3.83569 0.76303
H 3.76442 5.36322 2.70535
H 2.16555 4.86778 4.55231
H 0.72747 2.85547 4.40764
O -0.28077 -5.34045 2.34815
S 0.52204 -4.87003 1.23976
O 1.69764 -5.65999 0.94617
N 0.85552 -3.29909 1.35309
C 0.26815 -2.60941 0.37813
O 0.34494 -1.39032 0.17780
C -0.56115 -3.44552 -0.55231
C -1.28706 -3.02114 -1.65119
C -1.94719 -3.98334 -2.40297
C -1.88038 -5.33377 -2.05989
C -1.15126 -5.74934 -0.95087
C -0.50417 -4.77703 -0.21588
H -1.29508 -1.97064 -1.91921
H -2.51326 -3.68416 -3.27701
H -2.39949 -6.06595 -2.66726
H -1.08943 -6.79535 -0.67780
```

Gap between HOMO and LUMO (alpha / beta), eV: 4.13 / 5.74
Energy above the lowest of the compared OMol25 structures with the same formula, charge and spin, kcal per mole: 36.6
2S+1: 4
Net charge: -2

Atom charges from the natural (NBO) analysis, given in e for atoms 1 to 5:
1 V 0.9955
2 S 0.2990
3 C -0.4433
4 C -0.2623
5 C -0.3804

---

This record from OMol25 describes C31H24AuIN6OS as an isolated structure at a distorted geometry. The level of theory is ωB97M-V with the def2-TZVPD basis set.

```
65
Properties=species:S:1:pos:R:3
Au -1.67051 0.05600 -2.46418
I -3.56641 -2.27822 -2.64304
C -5.04082 -0.84253 -2.48854
C -6.33486 -1.27262 -2.47535
C -7.38670 -0.33815 -2.34546
C -7.10982 0.98678 -2.22985
C -5.77388 1.46248 -2.23798
C -5.51268 2.84824 -2.09869
C -4.24190 3.32768 -2.09197
C -3.14797 2.43573 -2.23310
C -3.39855 1.10215 -2.36612
C -4.70109 0.53699 -2.37892
H -6.56668 -2.32616 -2.55673
H -8.40851 -0.69247 -2.33253
H -7.91003 1.70868 -2.12496
H -6.35463 3.52132 -1.99501
H -4.04768 4.38661 -1.98383
H -2.14140 2.83383 -2.23251
C 8.46007 -0.57966 6.73672
O 7.06061 -0.55102 7.01422
C 6.22034 -0.50470 5.96226
C 6.62450 -0.48432 4.63073
C 5.66459 -0.43656 3.63084
C 4.31115 -0.40927 3.93757
C 3.92348 -0.43059 5.28030
C 4.86158 -0.47730 6.28474
C 3.33713 -0.35807 2.84813
N 3.62114 -0.35214 1.55988
C 2.41003 -0.29228 0.93882
C 1.36989 -0.26184 1.83718
N 1.98288 -0.30786 3.06872
C 0.00483 -0.20030 1.44279
C -1.10811 -0.19380 2.30218
C -2.37552 -0.15546 1.78665
C -2.55388 -0.08406 0.40581
N -1.51515 -0.06784 -0.42035
C -0.24162 -0.15252 0.05874
C 0.83883 -0.22649 -0.89826
N 0.51139 -0.24414 -2.22326
C 1.47180 -0.30430 -3.12603
C 2.82609 -0.34438 -2.76955
C 3.17504 -0.34238 -1.44674
C 2.16458 -0.28620 -0.46907
H 8.95105 -0.61236 7.70311
H 8.76601 0.31975 6.20011
H 8.72172 -1.46947 6.16205
H 7.66906 -0.50461 4.36107
H 5.97508 -0.42050 2.59486
H 2.87992 -0.41242 5.57477
H 4.57745 -0.49433 7.32777
H 1.55035 -0.30442 3.97564
H -0.96572 -0.22999 3.37483
H -3.24524 -0.15943 2.42770
H -3.53876 -0.01720 -0.03279
H 1.16393 -0.32508 -4.16358
H 3.57148 -0.39032 -3.55077
H 4.20797 -0.38847 -1.12632
N -2.05233 -1.57706 -5.79214
C -2.33334 -0.29520 -5.69902
N -3.23441 0.25159 -6.49281
S -1.43171 0.79602 -4.65741
H -2.56273 -2.20948 -6.39089
H -1.30614 -1.95482 -5.23573
H -3.66856 -0.24757 -7.25577
H -3.42664 1.23653 -6.39891
```

Gap between HOMO and LUMO, eV: 5.54
Energy above the lowest of the compared OMol25 structures with the same formula, charge and spin, kcal per mole: 0.0
Net charge: +2

Atom charges from the natural (NBO) analysis, given in e for atoms 1 to 5:
1 Au 1.1211
2 I 0.1855
3 C -0.1890
4 C -0.2177
5 C -0.1865

---

This record from OMol25 describes C31H24Cl2N5O2SV as an isolated structure at a distorted geometry. The level of theory is ωB97M-V with the def2-TZVPD basis set.

```
66
Properties=species:S:1:pos:R:3
V -0.34851 0.06799 0.37265
C -3.73255 -0.23052 3.11433
C -3.27952 0.56558 4.17628
C -2.03886 1.19306 4.07675
C -1.18613 0.87477 3.07271
N -1.62693 0.17136 2.00329
C -2.88887 -0.41508 1.99977
C 0.23787 1.18532 2.95132
C 1.06278 1.75001 3.90667
C 2.43108 2.00930 3.60585
C 2.87816 1.76388 2.34228
C 1.98178 1.31151 1.37988
N 0.72120 1.01133 1.70364
C 2.43265 1.14164 0.01045
C 3.75967 1.27212 -0.51742
C 4.02760 0.74877 -1.72876
C 2.94223 0.28197 -2.53370
C 1.71951 0.19766 -1.96955
N 1.44453 0.48091 -0.73558
H -4.65471 -0.74955 3.13802
H -3.89049 0.77054 5.05025
H -1.69539 1.91010 4.83240
H -3.14692 -1.05599 1.12505
H 0.71539 1.82600 4.88388
H 3.05190 2.46732 4.35700
H 3.96485 2.02939 2.13770
H 4.36925 2.01066 0.05529
H 5.01446 0.72191 -2.14288
H 3.00754 0.01041 -3.59777
H 0.86887 -0.22697 -2.49692
Cl 4.66063 4.89393 3.39181
C 5.37948 5.70045 1.89050
Cl 7.15485 5.83123 1.90607
H 4.91717 6.68204 1.87197
H 5.06230 5.06933 1.06813
O -2.46331 -3.65994 -0.12884
S -1.15102 -3.07767 0.04209
O -0.44473 -2.95731 1.27253
N -1.21497 -1.48890 -0.53057
C -1.99629 -1.03604 -1.62346
C -2.68549 -1.99660 -2.39407
C -3.86380 -1.56504 -3.03760
C -4.21935 -0.23307 -3.10025
C -3.45206 0.75180 -2.49256
C -3.82323 2.12371 -2.37251
C -3.09738 2.99534 -1.45250
C -1.99926 2.48777 -0.73495
N -1.61347 1.17467 -0.90299
C -2.39634 0.36423 -1.60080
C -0.09498 -3.81648 -1.10069
C -0.44435 -5.12406 -1.61540
C 0.50604 -5.86104 -2.29857
C 1.75293 -5.29972 -2.58469
C 2.05532 -4.00605 -2.13885
C 1.10529 -3.24784 -1.42199
H -2.42134 -3.08103 -2.46555
H -4.45625 -2.34405 -3.66666
H -5.13668 0.11084 -3.68791
H -4.69272 2.52920 -2.94925
H -3.53907 3.98971 -1.28368
H -1.31165 3.05669 -0.10608
H -1.41612 -5.51650 -1.27289
H 0.33517 -6.91471 -2.47347
H 2.42792 -5.78516 -3.31889
H 3.04532 -3.56881 -2.27990
H 1.38901 -2.27640 -0.98046
```

Gap between HOMO and LUMO (alpha / beta), eV: 5.65 / 6.12
Energy above the lowest of the compared OMol25 structures with the same formula, charge and spin, kcal per mole: 53.9
2S+1: 4
Net charge: +1

Atom charges from the natural (NBO) analysis, given in e for atoms 1 to 5:
1 V 1.3452
2 C -0.2235
3 C -0.1294
4 C -0.2084
5 C 0.1543